No. 1
{"formula": "C3H2O2Tm", "method": "wB97M-V/def2-TZVPD", "homo_lumo_gap_ev": [6.435, 7.268], "e_above_lowest_ev": 0.416, "multiplicity": 3, "total_charge": 1, "symbols": ["O", "C", "C", "C", "O", "Tm", "H", "H"], "xyz": [[-1.124, -1.149, 0.771], [-0.895, 0.156, 0.799], [0.070, 0.786, 0.007], [0.626, 2.109, 0.169], [1.114, 2.701, -0.809], [0.532, -1.781, -0.310], [-1.121, 0.639, 1.762], [-0.601, 0.459, -0.960]], "lowdin_spin": [-0.003, 0.003, 0.115, 0.489, 0.358, 1.021, 0.002, 0.016]}



No. 2
{"formula": "C3H2O2Tm", "method": "wB97M-V/def2-TZVPD", "homo_lumo_gap_ev": [7.254, 6.744], "e_above_lowest_ev": 2.290, "multiplicity": 4, "total_charge": 2, "symbols": ["O", "C", "C", "H", "C", "O", "H", "Tm"], "xyz": [[-1.840, -0.113, -1.077], [-0.675, 0.199, -0.960], [-0.132, 0.738, 0.579], [-0.692, 0.967, 1.488], [0.705, -0.446, 0.360], [1.259, 0.843, 0.433], [-0.054, 0.457, -1.849], [1.429, -2.645, 1.026]], "lowdin_spin": [0.583, 0.203, 0.311, 0.022, 0.500, 0.265, 0.057, 1.059]}



No. 3
{"formula": "C3H2O2Zn", "method": "wB97M-V/def2-TZVPD", "homo_lumo_gap_ev": 4.488, "e_above_lowest_ev": 3.377, "total_charge": 2, "symbols": ["O", "C", "C", "O", "C", "Zn", "H", "H"], "xyz": [[-0.840, 0.144, 1.104], [-0.089, -1.602, -1.117], [0.027, 0.540, 0.319], [-0.147, -0.496, -1.760], [0.711, -0.395, -0.583], [-1.830, 0.584, 2.460], [0.384, 1.581, 0.334], [1.784, -0.355, -0.757]], "mulliken_charge": [-0.286, -0.053, 0.315, -0.046, -0.016, 1.212, 0.458, 0.417]}



No. 4
{"formula": "C3H2O3", "method": "wB97M-V/def2-TZVPD", "homo_lumo_gap_ev": 8.873, "e_above_lowest_ev": 3.500, "total_charge": 0, "symbols": ["O", "C", "C", "O", "C", "O", "H", "H"], "xyz": [[-2.555, 0.916, 0.166], [-1.482, 0.694, 0.681], [-0.554, -0.314, 0.098], [0.545, 0.281, -0.293], [1.520, -0.683, -0.685], [2.657, -0.517, -0.415], [-1.171, 1.146, 1.649], [1.039, -1.523, -1.202]], "mulliken_charge": [-0.413, 0.195, -0.274, -0.130, 0.331, -0.365, 0.298, 0.357]}



No. 5
{"formula": "C3H2O3", "method": "wB97M-V/def2-TZVPD", "homo_lumo_gap_ev": 9.497, "e_above_lowest_ev": 3.384, "total_charge": 0, "symbols": ["C", "C", "C", "O", "O", "O", "H", "H"], "xyz": [[0.625, 0.836, -0.771], [0.066, 0.171, 0.261], [0.669, 1.801, 1.149], [0.718, 2.410, 2.142], [1.067, 2.116, -0.176], [-0.667, -0.758, 0.703], [0.667, 0.778, -1.837], [-0.390, -0.819, 1.641]], "mulliken_charge": [-0.395, 0.342, 0.412, -0.393, -0.295, -0.448, 0.369, 0.408]}



No. 6
{"formula": "C3H2O3P", "method": "wB97M-V/def2-TZVPD", "homo_lumo_gap_ev": 7.164, "e_above_lowest_ev": 0.499, "total_charge": -1, "smiles": "O=C=CPC(=O)[O-]", "symbols": ["C", "C", "C", "O", "O", "O", "P", "H", "H"], "xyz": [[0.887, -0.461, -0.535], [1.610, 0.599, -0.310], [-1.637, 0.136, 0.020], [2.123, 1.554, 0.121], [-2.428, -0.311, -0.792], [-1.439, 1.253, 0.532], [-0.357, -1.179, 0.609], [1.064, -0.893, -1.527], [0.177, -0.697, 1.884]], "mulliken_charge": [-0.707, 0.690, 0.545, -0.435, -0.640, -0.649, -0.111, 0.311, -0.003]}



No. 7
{"formula": "C3H2O3Sm", "method": "wB97M-V/def2-TZVPD", "homo_lumo_gap_ev": [6.957, 7.175], "e_above_lowest_ev": 1.688, "multiplicity": 7, "total_charge": 2, "symbols": ["C", "C", "O", "C", "O", "O", "H", "H", "Sm"], "xyz": [[-0.192, -0.637, -0.383], [-0.361, 0.537, 0.340], [0.161, 1.739, -0.344], [1.102, 1.837, 0.444], [2.112, 2.208, 0.850], [-0.841, -1.688, -0.105], [0.570, -0.651, -1.178], [-1.159, 0.750, 1.048], [-1.392, -4.095, -0.672]], "lowdin_spin": [0.000, -0.001, 0.000, 0.000, 0.000, -0.015, 0.000, 0.000, 6.016]}



No. 8
{"formula": "C3H2O3Tl", "method": "wB97M-V/def2-TZVPD", "homo_lumo_gap_ev": 4.897, "total_charge": -1, "symbols": ["C", "C", "O", "C", "O", "O", "Tl", "H", "H"], "xyz": [[-0.648, -1.806, 0.305], [-0.982, -0.298, 0.277], [0.161, 0.515, 0.082], [0.273, 1.327, -1.063], [1.441, 1.767, -1.083], [0.582, -2.007, 0.243], [2.320, 0.611, 0.552], [-1.451, 0.000, 1.232], [-1.695, -0.110, -0.545]], "mulliken_charge": [-0.883, -0.197, 0.245, -0.544, -0.295, -0.278, 0.352, 0.259, 0.340]}



No. 9
{"formula": "C3H2O3V", "method": "wB97M-V/def2-TZVPD", "homo_lumo_gap_ev": [7.155, 7.775], "e_above_lowest_ev": 1.280, "multiplicity": 5, "total_charge": 1, "symbols": ["O", "C", "O", "O", "C", "C", "H", "H", "V"], "xyz": [[3.459, -3.289, 0.270], [2.986, -2.249, 0.236], [2.541, -1.166, 0.212], [-0.277, 0.806, 0.163], [-1.369, 1.452, 0.296], [-2.577, 1.377, -0.270], [-3.317, 2.161, -0.109], [-2.816, 0.571, -0.979], [1.369, 0.338, 0.181]], "lowdin_spin": [0.014, 0.021, 0.071, 0.141, 0.589, 0.036, 0.005, 0.020, 3.103]}



No. 10
{"formula": "C3H2O3Zn", "method": "wB97M-V/def2-TZVPD", "homo_lumo_gap_ev": [6.447, 4.244], "e_above_lowest_ev": 2.917, "total_charge": 2, "symbols": ["C", "C", "O", "C", "O", "O", "Zn", "H", "H"], "xyz": [[0.813, -0.070, -1.439], [-0.451, -0.632, -1.618], [-1.246, -0.692, -0.661], [-0.366, 0.100, 0.951], [0.703, 0.404, 0.472], [-0.962, 0.150, 1.983], [-1.106, 0.617, 3.704], [0.966, 0.899, -1.924], [1.648, -0.777, -1.468]], "mulliken_charge": [0.005, 0.375, -0.245, 0.959, -0.297, -0.403, 1.013, 0.297, 0.298]}



No. 11
{"formula": "C3H2S3", "method": "wB97M-V/def2-TZVPD", "homo_lumo_gap_ev": 8.439, "e_above_lowest_ev": 1.550, "total_charge": 0, "symbols": ["C", "C", "C", "S", "S", "S", "H", "H"], "xyz": [[-1.512, -0.176, 0.236], [-0.547, -0.963, -0.092], [1.966, 0.981, -0.151], [1.730, 1.296, -1.655], [0.429, -2.080, -0.627], [1.922, 0.718, 1.417], [-1.769, 0.057, 1.350], [-2.219, 0.167, -0.479]], "mulliken_charge": [-0.352, 0.058, 0.389, -0.192, -0.206, -0.185, 0.216, 0.272]}



No. 12
{"formula": "C3H30N2O14", "method": "wB97M-V/def2-TZVPD", "homo_lumo_gap_ev": 10.193, "e_above_lowest_ev": 0.654, "total_charge": 0, "symbols": ["O", "C", "C", "N", "C", "N", "O", "H", "H", "H", "H", "H", "H", "H", "H", "O", "H", "H", "O", "H", "H", "O", "H", "H", "O", "H", "H", "O", "H", "H", "O", "H", "H", "O", "H", "H", "O", "H", "H", "O", "H", "H", "O", "H", "H", "O", "H", "H", "O"], "xyz": [[-2.759, 1.474, 1.176], [-1.883, 1.243, 0.373], [-0.584, 2.007, 0.283], [0.296, 1.372, -0.717], [-0.335, 0.840, -1.839], [-1.259, 1.545, -2.609], [0.089, -0.189, -2.341], [-2.096, 0.422, -0.316], [-0.639, 3.093, 0.071], [0.080, 2.104, 1.182], [1.005, 0.771, -0.292], [-1.725, 2.449, -2.478], [-1.415, 1.017, -3.447], [1.768, 1.702, -4.319], [0.803, 0.613, -4.123], [1.259, 1.073, -4.849], [2.249, -1.279, 1.075], [3.565, -1.272, 0.194], [2.614, -1.347, 0.187], [3.587, 1.752, 2.117], [3.509, 1.451, 3.613], [3.182, 2.063, 2.944], [2.483, -1.547, -2.483], [2.858, -2.818, -1.671], [3.211, -2.112, -2.211], [3.764, 0.245, -1.378], [3.771, 1.724, -0.644], [3.296, 0.947, -0.923], [1.315, -0.040, 2.441], [1.327, -1.081, 3.414], [1.981, -0.622, 2.847], [-5.003, -0.377, -1.474], [-4.542, 0.085, -0.029], [-4.749, -0.655, -0.602], [-4.318, -0.473, -2.857], [-3.169, -1.411, -2.313], [-3.381, -0.594, -2.789], [-2.300, 1.494, 3.093], [-1.858, 1.529, 4.605], [-1.663, 1.157, 3.734], [-0.577, -2.184, -2.040], [-1.145, -2.167, -0.501], [-0.571, -2.585, -1.159], [0.008, -2.461, 0.560], [-0.103, -2.357, 2.144], [-0.515, -2.717, 1.352], [-0.960, -0.881, 3.828], [-0.128, -1.436, 5.049], [-0.344, -1.567, 4.121]], "mulliken_charge": [-0.687, 0.367, -0.748, 0.011, 0.232, -0.193, -0.661, 0.362, 0.252, 0.435, 0.170, 0.185, 0.221, 0.321, 0.373, -0.669, 0.199, 0.267, -0.433, 0.301, 0.312, -0.625, 0.319, 0.314, -0.664, 0.272, 0.236, -0.484, 0.270, 0.399, -0.644, 0.287, 0.302, -0.593, 0.210, 0.340, -0.553, 0.345, 0.278, -0.599, 0.323, 0.331, -0.693, 0.410, 0.335, -0.694, 0.367, 0.285, -0.693]}